No. 1
Molecular formula: C4H7NO4S
Method: DFT, ωB97M-V with the def2-TZVPD basis set

- 2S+1 = 1
- SMILES = N[C@]12CS(=O)(=O)C[C@@]1(O)O2
- gap between HOMO and LUMO (eV) = 10.531
- total energy (Ha) = -910.4236
- energy above the lowest of the compared OMol25 structures with the same formula, charge and spin (kJ/mol) = 229.06

Last column: Mulliken charge in e.
Cartesian coordinates (Å):
C (0.227006, -0.870285, -0.195476)  0.379
C (-1.122136, -1.628489, -0.065209)  -0.645
C (-0.997983, 1.348540, -0.260899)  -0.736
C (0.367345, 0.625046, -0.276607)  0.519
N (1.409001, 1.298954, 0.520411)  -0.657
O (1.112325, -1.664889, 0.501076)  -0.541
O (0.776511, -0.172018, -1.284033)  -0.535
O (-3.116434, 0.046368, -1.106660)  -0.648
O (-2.708523, 0.161293, 1.313620)  -0.619
S (-2.228115, 0.011702, 0.012024)  1.145
H (-1.313830, -2.122610, -0.941783)  0.367
H (-1.193411, -2.242208, 0.872451)  0.326
H (-0.989948, 2.114095, 0.550193)  0.326
H (-1.356375, 1.574422, -1.240950)  0.382
H (1.954065, -1.254672, 0.223247)  0.365
H (1.657106, 2.218511, 0.072075)  0.271
H (0.957882, 1.392906, 1.439207)  0.303

Cartesian forces (eV/Å) of the 6 atoms listed first:
0.1 -0.9 2.2
0.5 4.5 1.3
0.9 -1.7 -0.2
-0.8 1.2 3.8
-0.6 -0.2 -1.0
1.4 0.9 -0.8

No. 2
Molecular formula: C21H45IN2O11P3S
Method: DFT, ωB97M-V with the def2-TZVPD basis set

- 2S+1 = 1
- gap between HOMO and LUMO (eV) = 6.757
- total energy (Ha) = -3483.8727
- net charge = +1

Last column: Mulliken charge in e.
Cartesian coordinates (Å):
C (-0.895027, -2.016327, -2.302483)  -0.753
C (-2.205315, -1.073726, -2.323216)  -0.592
I (-3.586417, -2.038933, -3.761875)  0.089
C (-3.006524, -1.076948, -0.935316)  -1.029
N (-2.340794, -0.201861, 0.122215)  0.786
N (-1.276650, 0.433899, -0.320015)  -0.755
C (-0.733479, 1.198509, 0.696447)  -0.508
C (-1.192010, 1.417161, 2.113111)  0.550
C (-0.381848, 2.374081, 3.075698)  -0.599
C (0.978668, 1.635639, 3.549413)  -0.365
O (0.720617, 0.802159, 4.703477)  -0.494
C (-2.437866, 0.640838, 2.528213)  -0.708
C (-2.929363, -0.196041, 1.376559)  0.732
P (-4.451340, -1.293881, 1.707028)  0.756
O (-5.747992, -0.981280, 0.675466)  -0.491
O (-3.934084, -2.918436, 1.663125)  -0.484
S (-5.113076, -0.998341, 3.532275)  -0.316
H (-0.904661, -2.657211, -3.245691)  0.410
H (-0.782842, -2.618852, -1.351749)  0.138
H (-0.004667, -1.305882, -2.441015)  0.198
H (-2.023315, -0.046398, -2.753732)  0.624
H (-3.082509, -2.161376, -0.612545)  0.463
H (-4.005479, -0.580978, -1.144741)  0.471
H (0.220970, 1.755655, 0.404110)  0.390
H (-0.998468, 2.566076, 4.020053)  0.392
H (-0.151658, 3.358291, 2.558861)  0.115
H (1.718951, 2.452105, 3.823842)  0.357
H (1.363748, 0.998483, 2.687767)  0.199
H (0.183682, 0.048197, 4.393894)  0.309
H (-2.903723, 0.697096, 3.549671)  0.334
H (-5.880825, -0.020152, 0.535778)  0.381
H (-3.233686, -2.958874, 2.359597)  0.397
O (-0.813754, 4.699692, 0.253761)  -0.582
P (-0.788689, 5.252350, -1.179464)  1.142
O (0.743877, 5.871375, -1.064678)  -0.288
C (1.832122, 4.967862, -1.222014)  -0.208
C (1.971128, 4.492613, -2.658270)  -0.980
O (-1.698841, 6.590555, -0.817153)  -0.438
C (-2.576456, 6.608621, 0.307267)  -0.283
C (-1.878452, 7.173834, 1.535819)  -1.092
O (-0.789296, 5.746613, -2.813879)  -0.455
C (-0.982892, 7.103564, -3.234795)  -0.227
C (-0.007783, 8.124547, -2.676305)  -0.903
H (1.708191, 4.116286, -0.542391)  0.099
H (2.738627, 5.499741, -0.925876)  0.316
H (1.118279, 3.871180, -2.949826)  0.278
H (2.880322, 3.898577, -2.782713)  0.414
H (2.004892, 5.338725, -3.346266)  0.206
H (-2.992454, 5.617044, 0.499966)  0.261
H (-3.424855, 7.250230, 0.053693)  0.333
H (-0.893887, 6.732822, 1.699268)  0.274
H (-2.482287, 7.016633, 2.433353)  0.362
H (-1.715868, 8.248523, 1.415081)  0.327
H (-2.016103, 7.401514, -3.049097)  0.264
H (-0.864188, 7.092620, -4.324457)  0.369
H (-0.104312, 8.245877, -1.596478)  0.200
H (-0.189857, 9.103686, -3.125694)  0.403
H (1.025241, 7.833875, -2.877937)  0.216
O (1.468496, -4.457384, -0.926026)  -0.636
P (2.502683, -5.585969, -0.847008)  1.107
O (1.546845, -6.657022, -0.019478)  -0.287
C (0.584236, -7.393756, -0.767659)  -0.337
C (1.236725, -8.435513, -1.660164)  -1.001
O (3.354209, -4.889538, 0.397683)  -0.382
C (3.272298, -3.491688, 0.655936)  -0.419
C (2.188680, -3.188461, 1.681318)  -0.860
O (3.718633, -6.780882, -0.944246)  -0.439
C (4.580385, -7.129644, 0.145587)  -0.205
C (3.896539, -7.588455, 1.421427)  -0.898
H (-0.029772, -6.706302, -1.360067)  0.250
H (-0.071788, -7.890295, -0.049328)  0.321
H (1.822693, -7.960526, -2.453016)  0.305
H (0.480749, -9.068512, -2.131836)  0.399
H (1.918675, -9.066291, -1.087465)  0.203
H (3.123191, -2.927147, -0.267161)  0.315
H (4.239090, -3.172139, 1.055265)  0.344
H (1.247762, -3.694591, 1.458999)  0.283
H (1.999065, -2.112462, 1.740652)  0.164
H (2.498033, -3.538079, 2.670704)  0.336
H (5.273773, -6.310070, 0.341911)  0.251
H (5.193602, -7.961530, -0.219664)  0.368
H (3.311666, -6.795224, 1.889137)  0.201
H (4.641732, -7.910381, 2.153005)  0.396
H (3.216077, -8.419786, 1.226363)  0.215

Cartesian forces (eV/Å) of the 6 atoms listed first:
0.2 1.4 -0.9
0.2 -1.0 0.5
0.2 0.5 0.6
-0.1 0.4 -2.1
-1.5 -1.5 0.5
0.6 1.9 4.4

No. 3
Molecular formula: C17H38AsF6O14
Method: DFT, ωB97M-V with the def2-TZVPD basis set

- 2S+1 = 2
- gap between HOMO and LUMO (spin up / spin down) (eV) = 8.377 / 1.896
- total energy (Ha) = -4558.7042

Last column: Löwdin spin population.
Cartesian coordinates (Å):
As (0.104316, -0.189164, -0.638438)  0.000
F (-1.139829, -1.175639, 0.193657)  0.000
F (-1.236591, 1.009085, -1.122857)  0.000
F (1.322022, 0.902640, -1.431846)  -0.003
F (1.484031, -1.312174, -0.221967)  0.000
F (-0.176981, -1.011364, -2.180120)  0.001
F (0.444076, 0.716052, 0.893687)  0.000
C (-1.457377, 3.459418, 3.181313)  0.001
O (-0.079699, 3.291684, 2.904596)  0.003
H (-1.701660, 4.267338, 2.491614)  0.000
H (-2.025771, 2.583810, 2.867721)  0.000
H (-1.736611, 3.750847, 4.193837)  0.000
H (0.091793, 2.521037, 2.358435)  0.000
C (2.293350, -1.438347, -3.636874)  0.100
O (2.176520, -0.038389, -3.729156)  0.570
H (3.253846, -1.725532, -4.064743)  0.023
H (2.208267, -1.777293, -2.604415)  0.008
H (1.508978, -1.973292, -4.172322)  0.058
H (1.773203, 0.327980, -2.938772)  0.005
C (-4.628645, -0.576107, -1.285640)  0.000
O (-6.018166, -0.561164, -1.476806)  0.000
H (-4.136812, 0.344651, -0.971949)  0.000
H (-4.306427, -1.377620, -0.620928)  0.000
H (-4.201902, -0.870847, -2.244351)  0.000
H (-6.184757, 0.267172, -1.932552)  0.000
C (-1.775503, -4.423718, -2.772534)  0.000
O (-0.880375, -5.431434, -3.251016)  0.000
H (-1.162493, -3.653477, -2.304498)  0.000
H (-2.449004, -3.984874, -3.508689)  0.000
H (-2.472589, -4.856759, -2.055149)  0.000
H (-0.236344, -5.257336, -3.941312)  0.000
C (3.977095, 2.731803, -2.402323)  0.047
O (2.995608, 3.412708, -1.780309)  0.148
H (3.576405, 2.076848, -3.176007)  0.022
H (4.519198, 3.514965, -2.932317)  0.000
H (4.714950, 2.237428, -1.770452)  0.014
H (2.378848, 2.757555, -1.445689)  0.001
C (-1.014085, -3.330091, 2.930746)  0.000
C (-2.094089, -4.014516, 2.058368)  0.000
C (-1.681133, -4.131885, 0.563992)  0.000
O (-1.769765, -5.605046, 0.340570)  0.000
C (-2.059804, -6.255760, 1.474091)  0.000
O (-2.413062, -7.460423, 1.583655)  0.000
O (-2.139668, -5.361727, 2.537521)  0.000
H (-0.024704, -3.734831, 2.717625)  0.000
H (-1.118365, -3.366946, 4.015122)  0.000
H (-0.977403, -2.282470, 2.631987)  0.000
H (-3.052333, -3.512546, 2.192192)  0.000
H (-0.661319, -3.760247, 0.464184)  0.000
H (-2.378815, -3.533131, -0.021530)  0.000
C (4.554527, -0.030236, 3.263243)  0.000
C (3.470091, -1.067836, 3.088823)  0.000
C (3.550574, -2.422821, 3.738285)  0.000
O (2.113728, -2.558770, 4.157689)  0.000
C (1.640199, -1.299843, 4.412012)  0.000
O (0.664444, -1.002137, 5.125926)  0.000
O (2.321023, -0.418482, 3.659267)  0.000
H (4.477711, 0.511581, 4.205917)  0.000
H (4.510150, 0.625279, 2.393515)  0.000
H (5.553392, -0.439113, 3.110996)  0.000
H (3.231848, -1.122926, 2.026595)  0.000
H (4.421146, -2.489375, 4.390803)  0.000
H (3.677577, -3.071682, 2.871709)  0.000
C (-0.806861, 5.391298, -3.309360)  0.000
C (-1.521544, 5.901913, -2.054689)  0.000
C (-1.557906, 4.838158, -0.963337)  0.000
O (-1.022295, 5.323093, 0.148419)  0.000
C (-0.396020, 6.539267, -0.166133)  0.000
O (0.322593, 7.189080, 0.631204)  0.000
O (-0.629354, 6.818808, -1.511898)  0.000
H (0.276206, 5.270941, -3.285539)  0.000
H (-1.031114, 6.140264, -4.068877)  0.000
H (-1.131317, 4.382103, -3.563036)  0.000
H (-2.526621, 6.301260, -2.190563)  0.000
H (-1.013219, 3.969265, -1.332713)  0.000
H (-2.579384, 4.532039, -0.737607)  0.000

Cartesian forces (eV/Å) of the 6 atoms listed first:
-2.0 0.9 2.4
1.7 0.9 -1.1
2.3 -1.7 0.7
-0.3 -0.6 -0.3
-1.8 1.2 -0.9
0.7 0.5 0.9

No. 4
Molecular formula: ArH28O14
Method: DFT, ωB97M-V with the def2-TZVPD basis set

- 2S+1 = 1
- gap between HOMO and LUMO (eV) = 10.207
- total energy (Ha) = -1597.7002
- energy above the lowest of the compared OMol25 structures with the same formula, charge and spin (kJ/mol) = 17.75

Last column: Mulliken charge in e.
Cartesian coordinates (Å):
Ar (-0.194564, 0.243219, -0.422580)  0.045
O (2.599951, 2.119990, -1.203831)  -0.666
H (3.038076, 1.269040, -1.191081)  0.361
H (2.545356, 2.375626, -0.283012)  0.287
O (3.499983, -0.670564, -0.837485)  -0.648
H (2.829198, -1.111364, -0.315965)  0.405
H (4.327395, -1.030367, -0.517846)  0.278
O (-3.093263, 1.773325, 0.741385)  -0.683
H (-3.060616, 2.678812, 0.432768)  0.324
H (-3.459256, 1.282133, 0.005850)  0.299
O (1.496029, -1.419009, -3.182099)  -0.620
H (0.727443, -1.142585, -2.682997)  0.281
H (2.241022, -1.134597, -2.652645)  0.316
O (-0.914540, 1.725697, 2.286529)  -0.718
H (-1.571298, 1.868516, 1.604981)  0.421
H (-1.225791, 2.240142, 3.031313)  0.285
O (1.629792, 2.254486, 1.560293)  -0.672
H (1.599088, 3.210968, 1.539349)  0.280
H (0.830473, 1.998739, 2.020629)  0.329
O (-1.731251, -0.765524, 3.232799)  -0.721
H (-0.877807, -0.883065, 3.650003)  0.280
H (-1.706777, 0.125177, 2.883076)  0.398
O (-0.574426, -3.517907, -0.287601)  -0.646
H (-1.417965, -3.244199, 0.072627)  0.432
H (0.044863, -2.857442, 0.023049)  0.262
O (1.269991, 1.914172, -3.799575)  -0.630
H (1.576176, 1.135177, -4.263960)  0.334
H (1.688130, 1.861076, -2.940166)  0.350
O (-2.730527, -2.331721, 1.090133)  -0.622
H (-3.496982, -2.869125, 1.290061)  0.300
H (-2.553990, -1.854428, 1.900839)  0.330
O (2.745727, -0.222178, 2.459610)  -0.630
H (3.680456, -0.016377, 2.472156)  0.317
H (2.370099, 0.405310, 1.842045)  0.374
O (1.970375, -2.227704, 0.636675)  -0.646
H (2.552947, -2.982748, 0.554592)  0.276
H (2.135473, -1.891856, 1.517685)  0.316
O (-4.057894, -0.474690, -0.756387)  -0.703
H (-3.605226, 0.004824, -1.450205)  0.376
H (-3.385164, -1.040391, -0.377358)  0.390
O (-2.917839, 0.953734, -3.067503)  -0.664
H (-2.237724, 0.401517, -3.453161)  0.318
H (-2.585140, 1.846164, -3.162989)  0.306

Cartesian forces (eV/Å) of the 6 atoms listed first:
0.0 -0.1 -0.1
0.0 0.4 -0.5
0.3 -0.6 0.1
-0.3 -0.1 0.2
0.6 0.9 -0.8
-0.7 -0.5 0.5

no.,strongest force on any atom (hartree/bohr)
1,0.092
2,0.184
3,0.111
4,0.026